# 1
C5H7N as an isolated structure. Source: OMol25; level of theory: ωB97M-V/def2-TZVPD.

Charge: 0
E_LUMO: 1.0 eV
Highest occupied orbital energy: -9.0 eV
Kohn-Sham gap: 10.007 eV

The geometry in XYZ format:
```
13
Properties=species:S:1:pos:R:3:forces:R:3:lowdin_charge:R:1
C 0.615 -1.103 -0.879 -0.349 -0.043 0.562 0.02
C 0.656 0.346 -0.734 0.449 0.157 0.093 -0.23
C -0.435 1.034 0.079 -0.267 0.268 -0.102 -0.18
C -1.335 -0.044 0.626 -0.271 -0.055 -0.237 -0.19
N -0.129 -0.859 0.933 0.058 -0.422 -0.964 0.04
C 0.669 0.370 0.812 0.554 0.174 -0.311 -0.23
H 1.286 -1.731 -0.320 0.636 0.272 -0.216 0.07
H 0.481 -1.504 -1.911 -0.892 -0.140 0.805 0.09
H 1.132 1.003 -1.463 0.243 -0.053 0.344 0.13
H -0.601 2.094 -0.076 -0.061 -0.112 0.019 0.13
H -1.820 0.316 1.545 0.233 -0.258 -0.076 0.12
H -2.056 -0.559 -0.011 -0.059 0.159 0.006 0.11
H 1.539 0.637 1.399 -0.275 0.054 0.077 0.13
```
Forces are in eV/Å.

***

# 2
C28H36N9OPS4Ti as an isolated structure. Source: OMol25; level of theory: ωB97M-V/def2-TZVPD.

Charge: -1
E_LUMO (alpha / beta): 2.2 / 2.1 eV
Spin multiplicity: 2
Expectation value of S²: 0.761
Highest occupied orbital energy (alpha / beta): -4.5 / -4.8 eV
Kohn-Sham gap (alpha / beta): 6.779 / 6.875 eV

The geometry in XYZ format:
```
80
Properties=species:S:1:pos:R:3:forces:R:3:mulliken_spin:R:1
Ti -0.854 0.260 0.146 -0.169 1.622 -1.777 0.87
N -3.345 2.616 2.085 0.092 0.079 0.036 0.00
C -2.664 1.477 1.792 -0.228 -0.334 -0.020 0.00
S -3.357 0.405 0.588 0.069 -0.032 0.137 -0.01
N -1.557 1.234 2.463 0.263 -0.059 -0.039 0.00
N -1.027 -0.001 2.060 -0.712 -0.479 0.895 -0.03
C -1.155 -1.055 2.773 0.046 0.048 -0.004 0.06
C -1.010 -2.378 2.193 0.109 -0.010 0.143 0.04
C -1.153 -3.495 3.027 0.020 -0.017 -0.068 0.02
C -1.179 -4.774 2.513 0.022 0.049 0.005 -0.01
C -1.089 -4.951 1.131 0.020 0.030 -0.030 0.02
C -0.958 -3.872 0.283 0.052 -0.081 0.110 -0.01
C -0.890 -2.571 0.795 -0.028 0.235 0.057 0.01
O -0.748 -1.558 -0.043 0.033 -0.986 0.349 0.02
H -3.969 2.929 1.361 0.050 0.043 -0.014 0.00
H -2.827 3.329 2.577 0.018 0.000 -0.011 0.00
H -1.487 -0.954 3.807 -0.031 -0.029 -0.071 -0.01
H -1.262 -3.334 4.093 0.019 0.006 0.022 0.00
H -1.285 -5.625 3.171 -0.004 -0.025 0.010 0.00
H -1.118 -5.951 0.716 -0.021 -0.032 -0.017 0.00
H -0.884 -3.994 -0.790 0.038 -0.002 -0.016 0.00
C -1.329 1.108 -5.255 -0.002 0.023 -0.039 0.00
C -0.313 0.073 -4.954 0.174 -0.063 -0.262 0.00
N 0.476 -0.499 -5.810 -0.240 0.206 0.128 0.00
N 1.219 -1.353 -5.045 0.034 -0.010 0.135 0.00
C 0.933 -1.326 -3.724 0.020 -0.173 0.110 0.00
S 1.649 -2.211 -2.515 -0.068 0.114 -0.104 0.00
N -0.090 -0.404 -3.684 0.154 -0.060 0.097 0.01
N -0.716 0.078 -2.538 -0.049 0.188 0.047 -0.01
H -1.243 1.389 -6.301 -0.010 0.001 -0.002 0.00
H -1.184 1.987 -4.626 0.005 0.010 -0.002 0.00
H -2.337 0.732 -5.069 -0.012 -0.003 0.003 0.00
H 1.960 -1.896 -5.448 -0.023 -0.019 0.014 0.00
H -1.722 -0.033 -2.641 0.063 0.018 -0.012 0.01
H -0.506 1.078 -2.419 -0.051 -0.117 -0.010 0.00
S 1.253 1.519 0.064 0.207 0.019 0.217 0.03
C 0.638 3.057 0.632 0.020 -0.001 -0.187 -0.02
C 1.333 3.783 1.592 -0.010 0.040 -0.020 0.01
C 0.891 5.033 2.014 0.046 -0.036 0.016 0.00
C 1.624 5.737 3.026 -0.102 -0.015 -0.076 0.00
N 2.212 6.289 3.844 0.087 0.051 0.074 0.00
C -0.270 5.576 1.449 -0.006 0.073 0.053 0.00
C -0.976 4.850 0.498 -0.076 0.007 -0.034 0.00
C -0.557 3.588 0.089 0.140 -0.118 -0.187 0.00
S -1.488 2.655 -1.056 -0.119 0.023 0.302 0.00
C -0.750 6.871 1.836 0.043 -0.075 -0.014 0.00
N -1.156 7.908 2.123 -0.041 0.082 0.032 0.00
H 2.232 3.366 2.024 0.010 -0.012 0.008 0.00
H -1.874 5.273 0.068 -0.002 0.000 0.001 0.00
C 4.643 -0.626 3.740 0.043 -0.001 -0.003 0.00
C 3.250 -0.417 3.147 0.076 0.046 0.001 0.00
C 2.187 -0.657 4.219 -0.030 -0.005 -0.015 -0.01
P 2.751 -1.298 1.586 0.149 -0.069 0.055 0.00
C 4.193 -1.038 0.413 -0.059 -0.078 -0.125 0.00
C 5.411 -1.960 0.465 0.046 -0.019 -0.015 0.00
C 4.668 0.420 0.411 0.032 -0.025 0.035 0.00
C 2.755 -3.111 2.024 -0.096 -0.021 0.106 0.00
C 3.884 -3.763 2.826 0.031 0.028 0.083 0.00
C 2.464 -3.904 0.748 0.089 -0.034 -0.049 0.00
H 4.849 0.144 4.488 -0.008 0.025 0.048 0.00
H 5.432 -0.572 2.993 -0.002 0.017 -0.003 0.00
H 4.723 -1.592 4.239 0.010 -0.001 -0.013 0.00
H 3.165 0.634 2.843 0.005 -0.036 -0.016 0.00
H 2.246 -1.678 4.606 -0.007 -0.038 0.006 0.00
H 1.185 -0.500 3.825 -0.034 0.030 -0.019 0.01
H 2.326 0.024 5.061 0.027 0.009 0.035 0.00
H 3.706 -1.207 -0.555 0.011 -0.015 0.039 0.00
H 5.985 -1.832 1.384 -0.005 -0.013 -0.006 0.00
H 6.075 -1.718 -0.370 0.026 0.021 -0.008 0.00
H 5.151 -3.013 0.373 -0.002 0.011 -0.004 0.00
H 5.377 0.604 1.221 -0.018 0.016 0.010 0.00
H 3.847 1.125 0.502 -0.088 0.034 -0.008 0.00
H 5.181 0.635 -0.529 0.050 -0.006 -0.005 0.00
H 1.850 -3.172 2.645 -0.006 -0.039 -0.082 0.00
H 4.874 -3.519 2.447 -0.023 -0.012 0.012 0.00
H 3.777 -4.851 2.791 -0.023 -0.028 0.008 0.00
H 3.848 -3.472 3.876 0.010 0.017 -0.006 0.00
H 3.361 -4.015 0.137 0.020 -0.021 -0.015 0.00
H 1.712 -3.419 0.131 -0.082 0.061 -0.042 0.00
H 2.102 -4.905 0.994 0.009 -0.034 0.009 0.00
```
Forces are in eV/Å.

***

# 3
C4H7NO2P as an isolated structure. Source: OMol25; level of theory: ωB97M-V/def2-TZVPD.

Charge: +1
E_LUMO (alpha / beta): -5.0 / -9.1 eV
Spin multiplicity: 3
Expectation value of S²: 2.010
Highest occupied orbital energy (alpha / beta): -10.4 / -15.2 eV
Kohn-Sham gap (alpha / beta): 5.425 / 6.076 eV

The geometry in XYZ format:
```
15
Properties=species:S:1:pos:R:3:forces:R:3:mulliken_spin:R:1
C -0.363 -0.696 0.059 -0.960 0.368 -0.271 0.08
C 0.142 1.531 0.163 -0.583 -0.410 0.617 0.02
C -1.426 1.276 -0.061 1.922 1.279 2.768 0.04
C -0.331 -2.145 -0.124 0.486 -1.350 2.763 0.03
N 0.670 0.183 0.039 -0.481 0.634 -0.610 0.59
O 3.421 0.741 -0.190 1.829 3.722 -0.503 0.22
O -1.539 -0.101 0.150 0.416 -1.449 -0.843 0.21
P 2.821 -0.531 -0.011 -1.417 -3.646 0.494 0.66
H 0.553 2.300 -0.563 0.117 -1.125 0.991 0.03
H 0.368 1.839 1.243 -0.203 -0.057 -1.094 0.08
H -2.086 1.696 0.728 0.302 0.424 -1.253 0.00
H -1.467 1.578 -1.083 -1.351 -0.044 -0.852 0.02
H 0.129 -2.448 -1.050 -0.159 0.167 -0.879 0.00
H -1.343 -2.611 0.101 1.358 0.643 -0.618 0.00
H 0.452 -2.612 0.598 -1.276 0.845 -0.710 0.01
```
Forces are in eV/Å.

***

Q: Which E values were calculated for the entries above? A: -249.28373; -4440.36518; -702.78539, in Ha.